A 11-piece molecular cluster, C44H70N4O21 overall in a non-equilibrium geometry. Source: the OMol25 dataset; level of theory: wB97M-V/def2-TZVPD.

SMILES string: C[C@H]1COC(=O)O1.C[C@H]1COC(=O)O1.C[C@H]1COC(=O)O1.C[C@H]1COC(=O)O1.C[C@H]1COC(=O)O1.C[C@H]1COC(=O)O1.C[C@H]1COC(=O)O1.CCCC#N.CCCC#N.CCCC#N.CCCC#N
multiplicity: 1
HOMO-LUMO gap: 10.47 eV
total charge: 0
energy: -95720.8544 eV
M: 991.05 g mol⁻¹
LUMO energy: 0.06 eV

```
139
Properties=species:S:1:pos:R:3:forces:R:3
C -15.67889 10.44228 9.88087 -0.3966 -0.5861 0.5203
C -16.73982 9.77916 8.98951 1.7466 0.1974 0.0405
C -16.51485 8.32099 8.66455 2.3414 -0.0534 -0.0142
O -17.76840 7.69047 8.72492 -0.9297 0.6822 0.0783
C -18.62051 8.62341 9.29329 -3.2542 -1.5917 -1.7684
O -19.83782 8.54992 9.33244 2.3608 -0.6511 0.4133
O -17.96353 9.67754 9.62936 -0.5158 2.6876 1.7217
H -14.76613 10.67417 9.33206 -0.1984 0.1781 -0.0904
H -15.39845 9.79920 10.71507 0.0468 -0.4307 -0.1133
H -16.05608 11.31418 10.41530 -0.1087 0.3361 -0.5971
H -16.81075 10.34514 8.06067 -0.5147 0.2198 -0.0236
H -15.82875 7.87472 9.38442 -0.1386 -0.2008 0.2880
H -15.97904 8.29106 7.71581 -0.6345 -0.6455 -0.4363
C -11.99836 11.09431 7.77341 -1.1108 -0.8474 -0.7614
C -12.62247 10.95235 6.33975 2.5105 -0.4573 0.8383
C -13.03298 9.51978 5.95591 0.8217 -0.1907 1.5547
O -14.39516 9.62567 5.59794 -0.1846 -0.2957 -1.0833
C -14.80051 10.84216 5.86602 -3.0906 2.4595 0.6132
O -15.95866 11.25242 5.80773 2.0611 -1.0986 -0.1694
O -13.81916 11.63792 6.32999 -1.5082 0.4940 -0.5279
H -11.24369 10.32495 7.93677 0.2741 0.2783 -0.0552
H -12.82902 10.84519 8.43373 0.0095 -0.1010 0.2410
H -11.68549 12.09124 8.08375 0.2055 -0.0486 -0.5911
H -11.95776 11.31728 5.55675 -0.0471 0.4786 0.1522
H -13.07376 8.89192 6.84597 0.6140 -0.3307 -0.0566
H -12.36879 9.12206 5.18859 -0.5554 -0.1941 -0.1167
C -16.03667 14.22999 14.56767 -0.3020 -0.0980 0.3567
C -14.97442 13.68250 13.64357 -0.1336 0.5607 0.6032
C -13.64464 14.41874 13.64481 -0.6916 -0.1077 -0.3834
O -12.82008 13.61298 14.51927 1.0663 2.0688 -0.3838
C -13.32786 12.40654 14.64772 0.1743 -2.3131 1.0980
O -12.75893 11.44235 15.15880 -1.5451 2.3977 -1.3566
O -14.59212 12.43191 14.18262 -0.1133 -2.1458 -0.4045
H -16.75924 13.45082 14.81039 -0.1620 -0.0800 -0.4852
H -16.56384 15.06319 14.10296 0.1100 0.0661 0.2379
H -15.64189 14.47862 15.55278 0.2965 0.4429 -0.0909
H -15.36144 13.65883 12.62488 0.0792 -0.7610 0.0484
H -13.85965 15.44095 13.95620 0.8550 -0.0330 0.5664
H -13.24245 14.43664 12.63188 0.3419 -0.0892 0.1876
C -23.13991 20.06982 8.09452 -0.4092 -0.4074 0.2847
C -23.37706 18.77269 8.85674 0.2156 0.5645 0.3099
C -24.19142 17.69152 8.21579 -0.0962 -0.3135 -1.0817
O -23.45906 16.45169 8.46408 0.6019 0.6156 0.9976
C -22.21845 16.76200 8.99549 -0.6426 1.4910 -1.4053
O -21.31843 16.02551 9.26214 -1.0685 0.2504 -0.1000
O -22.10539 18.15440 9.00747 0.6355 -1.5866 0.8352
H -22.48648 20.69551 8.70251 0.1351 -0.0130 -0.2167
H -24.06516 20.62689 7.94723 -0.0683 -0.1036 -0.0709
H -22.69096 19.83016 7.13062 0.0668 0.1890 0.0194
H -23.80830 18.97598 9.83695 0.2643 0.1507 0.2734
H -24.24617 17.86015 7.14030 0.1306 -0.3253 -0.1712
H -25.21982 17.68254 8.57692 0.2096 -0.5536 0.2590
C -13.90625 16.81876 2.90759 0.8712 0.3563 0.4058
C -12.74939 16.50343 3.86596 -0.7103 -0.7112 -0.9338
C -13.18954 16.12535 5.25106 -0.8664 1.0191 0.7052
O -12.51034 14.92698 5.54346 0.8488 -0.9258 -0.3447
C -11.95215 14.41950 4.39413 -0.5080 -0.5798 0.1372
O -11.41119 13.34180 4.30389 -0.5679 1.4311 0.2850
O -12.19221 15.26258 3.36937 0.7002 -0.5568 0.4961
H -14.25795 17.82926 3.11566 -0.0465 0.0928 -0.3429
H -14.75394 16.14589 3.03703 0.3154 -0.0688 0.1153
H -13.49519 16.70428 1.90459 -0.2608 0.3812 -0.1080
H -11.92437 17.21520 3.89475 -0.2117 0.2452 -0.2807
H -14.27194 16.01699 5.32020 -0.0512 -0.6161 -0.2789
H -12.99679 16.91039 5.98228 0.6472 -0.1969 0.1448
C -19.38290 18.63160 7.09870 -0.0120 0.7775 -0.0945
C -18.04775 18.83405 6.39427 -0.5046 1.4956 1.5770
C -16.78278 18.58031 7.23045 -1.1340 -0.2896 -0.9591
O -16.07019 17.71899 6.32429 0.8630 -0.9402 -0.0805
C -16.85154 17.28077 5.30265 0.5853 -0.6160 -1.3762
O -16.55935 16.45060 4.44631 -0.5443 1.7737 2.4200
O -17.98786 17.98416 5.31254 0.0326 -1.8905 -1.5041
H -20.11871 19.01855 6.39375 -0.3961 -0.2932 0.1864
H -19.47437 19.21641 8.01398 0.2152 0.2420 -0.0320
H -19.61711 17.60966 7.39680 0.2890 -0.1820 -0.3483
H -17.96110 19.82939 5.95850 -0.3831 0.3060 0.2683
H -17.05300 18.06334 8.15123 0.5286 -0.0317 0.0491
H -16.25968 19.52137 7.40041 0.3031 -0.4498 0.1473
C -18.41939 15.94679 12.27702 -1.2260 0.0355 0.8063
C -19.02889 17.03829 11.39849 0.0059 -3.0962 -0.7869
C -19.64987 18.24395 12.05988 0.6174 -1.6844 0.4829
O -18.71478 19.22466 11.77271 1.5558 2.4309 -1.1921
C -17.73165 18.80296 10.90818 1.4129 0.5934 -0.4793
O -16.78001 19.43524 10.46492 -2.5615 -0.8648 1.2091
O -17.94370 17.51301 10.63198 0.7439 1.3249 -0.6624
H -17.94446 16.43857 13.12597 0.4649 -0.1383 -0.0584
H -17.78496 15.21602 11.77546 0.2598 0.5478 -0.2780
H -19.18658 15.30240 12.70627 -0.3189 0.1330 0.1010
H -19.69966 16.61306 10.65193 -0.1329 -0.1591 0.3171
H -19.59152 18.11863 13.14107 -0.8349 0.0299 0.0511
H -20.64198 18.35932 11.62342 0.0160 0.8209 0.3497
C -22.77996 12.12917 12.05048 0.1410 -0.0264 -1.0511
C -22.18922 12.38804 10.61861 -1.2373 0.6299 0.8350
C -20.80374 11.91278 10.34120 1.4639 -1.5157 0.3136
C -19.80747 12.18910 11.37666 1.3457 1.3128 1.2804
N -19.01605 12.42736 12.19901 -1.2752 -0.4135 -1.3241
H -23.82321 12.44270 12.08835 -0.0113 0.1932 -0.1780
H -22.25183 12.70532 12.81022 0.1731 -0.2412 0.0151
H -22.80988 11.06711 12.29384 0.3674 -0.0099 0.1092
H -22.20824 13.46513 10.45244 -0.0671 0.1477 -0.0351
H -22.84000 11.96264 9.85466 -0.0558 -0.0969 0.0680
H -20.41341 12.16684 9.35572 -0.0703 0.4810 0.0401
H -20.69717 10.82833 10.31420 -0.6526 -0.4735 -0.1944
C -10.50824 15.75065 11.81302 0.5704 -2.0189 -0.3399
C -10.85612 14.40574 10.93932 0.7649 1.9497 1.3178
C -9.93365 14.33204 9.68595 -1.2942 0.1582 0.1886
C -10.19029 15.44991 8.74234 -0.3704 0.6451 -0.2721
N -10.48920 16.35848 8.08520 0.4864 -1.2149 0.7417
H -11.05105 15.86671 12.75110 -0.5566 -0.1362 -0.3393
H -10.46968 16.69628 11.27227 -0.4294 -0.2581 -0.3008
H -9.49516 15.58017 12.17729 0.2889 0.0795 -0.1098
H -11.93252 14.30504 10.80035 0.0891 0.3000 -0.8198
H -10.60801 13.50790 11.50538 0.2057 0.1876 0.4029
H -10.16892 13.37609 9.21808 0.2238 0.1162 -0.4101
H -8.89164 14.29963 10.00416 -0.0292 0.2086 -0.1095
C -20.19992 14.83238 5.41640 -0.7236 -0.9171 0.1679
C -19.60908 13.82253 4.36362 0.9602 0.9133 -0.1490
C -18.82587 12.52506 4.81436 -0.2558 1.1638 0.2476
C -19.49232 11.88232 5.93187 -0.6880 -0.8925 1.0396
N -20.05333 11.38036 6.81266 0.5942 0.6101 -0.8309
H -20.58874 15.75511 4.98571 0.1351 -0.1763 -0.6914
H -19.59633 15.21205 6.24081 0.7380 -0.5315 -0.1873
H -21.06448 14.39262 5.91365 -0.0843 -0.2080 0.0740
H -18.89342 14.41787 3.79660 0.3023 -0.1064 -0.0774
H -20.34206 13.57012 3.59738 -0.3940 -0.1465 0.4278
H -17.80627 12.76832 5.11326 -0.0351 0.2089 0.3032
H -18.65088 11.78982 4.02892 -0.4834 0.1430 -0.2455
C -18.05885 13.80599 8.63836 0.2754 0.7334 -0.5823
C -17.10809 14.76343 7.88513 -0.7899 -0.1286 0.1361
C -15.65778 14.30402 7.88117 0.4666 0.2415 -0.1330
C -15.08508 14.06913 9.20287 1.5531 -0.9801 4.4405
N -14.63545 13.85882 10.28624 -1.6771 0.9026 -4.2692
H -17.75317 13.75839 9.68354 -0.0572 -0.3851 0.0154
H -18.09596 12.83455 8.14539 0.2024 -0.1707 0.3081
H -19.07577 14.19678 8.60267 -0.0692 0.0846 0.0662
H -17.22601 15.76926 8.28824 0.3151 0.0505 0.3646
H -17.42096 14.88326 6.84789 0.0488 -0.2935 -0.1933
H -15.00541 15.04744 7.42308 -0.0389 0.1519 -0.1737
H -15.52294 13.39824 7.29000 -0.1252 -0.1718 0.0163
```
Forces are in eV/Å.

Atomic partial charges in e from the Löwdin method, atoms 1 to 99: 0.008 -0.321 -0.122 0.086 -0.538 0.129 0.106 0.060 0.089 0.072 0.133 0.132 0.129 0.023 -0.313 -0.069 0.101 -0.544 0.100 0.082 0.088 0.060 0.068 0.132 0.133 0.143 -0.016 -0.331 -0.074 0.083 -0.553 0.114 0.079 0.092 0.058 0.094 0.111 0.138 0.091 -0.009 -0.351 -0.078 0.065 -0.474 0.145 0.031 0.090 0.090 0.086 0.152 0.134 0.138 -0.012 -0.279 -0.134 0.051 -0.508 0.128 0.076 0.088 0.071 0.087 0.157 0.098 0.136 -0.001 -0.337 -0.046 0.046 -0.513 0.106 0.093 0.084 0.088 0.081 0.155 0.105 0.142 -0.015 -0.316 -0.103 0.067 -0.503 0.119 0.065 0.078 0.072 0.080 0.119 0.141 0.132 -0.086 -0.234 -0.200 -0.218 0.147 0.061 0.064 0.072